{"formula": "C10H41BrF8IN3O21PS2", "method": "ωB97M-V/def2-TZVPD", "charge": 1, "homo_lumo_gap_ev": 8.1053, "lumo_energy_ev": -4.470, "e_tot_ev": -189337.9919, "homo_ha": -0.4622, "symbols": ["C", "C", "C", "F", "C", "S", "O", "O", "C", "F", "F", "F", "C", "C", "C", "O", "F", "N", "I", "C", "N", "S", "O", "O", "C", "F", "F", "F", "N", "P", "O", "Br", "H", "H", "H", "H", "H", "H", "H", "H", "H", "H", "H", "O", "H", "H", "O", "H", "H", "O", "H", "H", "O", "H", "H", "O", "H", "H", "O", "H", "H", "O", "H", "H", "O", "H", "H", "O", "H", "H", "O", "H", "H", "O", "H", "H", "O", "H", "H", "O", "H", "H", "O", "H", "H", "O", "H", "H"], "positions_angstrom": [[3.0037, 3.4845, 3.1064], [3.4896, 2.4161, 2.1108], [2.3140, 1.9618, 1.2935], [1.4168, 1.3426, 2.1374], [2.5606, 1.0071, 0.0386], [4.2120, 0.2557, 0.0017], [4.4809, -0.4491, 1.2077], [5.0892, 1.3312, -0.3235], [4.4286, -0.9504, -1.4449], [3.3091, -1.2990, -2.0908], [5.0101, -2.0305, -0.9347], [5.2413, -0.3694, -2.3208], [2.2908, 1.6368, -1.3449], [3.0288, 2.8869, -1.8371], [3.3690, 4.0156, -0.9052], [4.4427, 4.3868, -0.6991], [2.3389, 4.6420, -0.3507], [0.8326, 1.4588, -1.5921], [-0.3200, 3.1956, -1.3744], [0.4545, 0.4898, -0.7149], [-0.8493, 0.1371, -0.8162], [-1.6535, -0.9048, 0.2029], [-1.0529, -0.8798, 1.4842], [-1.8597, -2.1444, -0.4518], [-3.3265, -0.0790, 0.3535], [-4.2182, -1.0480, 0.1668], [-3.4581, 0.4458, 1.5501], [-3.4947, 0.8542, -0.5865], [1.3885, 0.0503, 0.1079], [1.8659, -1.7091, 0.3732], [0.6925, -2.5301, -0.3117], [1.6540, -2.1202, 2.5099], [2.4339, 3.0515, 3.9136], [3.8694, 4.0062, 3.4896], [2.4220, 4.2330, 2.5745], [4.2607, 2.8875, 1.5184], [3.8852, 1.6059, 2.7138], [1.7958, 2.8181, 0.8663], [2.6910, 0.8957, -2.0402], [2.5019, 3.3023, -2.6908], [3.9888, 2.5637, -2.2076], [-1.3976, 0.5536, -1.5846], [0.2139, -3.0187, 0.3806], [5.2664, -4.0603, -3.4992], [5.2409, -3.3549, -4.1528], [5.2657, -3.6124, -2.6495], [1.7392, -5.3388, -0.2662], [2.3188, -4.9124, -0.9053], [0.8479, -5.1666, -0.5994], [-1.5517, 5.0918, 0.7328], [-1.9964, 5.3743, 1.5457], [-1.1508, 5.9057, 0.4004], [-2.2925, 1.0317, -3.0822], [-3.0477, 0.4465, -2.9367], [-2.0106, 0.8246, -3.9814], [-7.1552, -0.2856, -0.3185], [-6.2561, 0.0450, -0.2790], [-7.0506, -1.2396, -0.1792], [5.2934, 0.3213, 3.9968], [5.5625, -0.1784, 3.2199], [5.7333, -0.1192, 4.7356], [-1.8416, -5.3115, -0.4954], [-2.3541, -4.5555, -0.1939], [-1.9401, -5.9650, 0.2061], [-7.5775, -3.0818, -0.8768], [-8.2766, -3.7352, -0.7773], [-7.1683, -3.2846, -1.7301], [-6.8756, -2.2195, -4.0189], [-6.9083, -1.4822, -3.4017], [-7.7659, -2.2278, -4.4050], [-2.2744, 5.6850, 3.6593], [-1.8403, 6.2167, 4.3335], [-2.3017, 4.7989, 4.0339], [-9.6028, -1.4144, -4.2392], [-9.6715, -0.7108, -3.5855], [-10.4917, -1.7770, -4.3012], [-5.0913, -3.6344, 0.9057], [-4.5211, -3.1448, 0.3093], [-5.9621, -3.6061, 0.4859], [-0.1772, 7.5606, -0.7013], [0.5612, 7.0036, -0.4299], [0.0272, 7.8034, -1.6099], [7.1520, -0.5930, 6.2679], [8.0473, -0.6370, 5.9188], [7.2098, -0.9877, 7.1429], [0.2124, -7.8389, 0.3012], [0.9623, -7.3058, 0.0106], [0.3670, -8.7118, -0.0698]]}